Formula: C4H7NO2
Source: the Open Molecules 2025 dataset
Level of theory: ωB97M-V/def2-TZVPD

Each line ends with the Mulliken charge.
Element x y z (Å)
O (1.932, 1.493, 0.308)  -0.428
O (-0.714, 1.340, 1.445)  -0.559
N (1.705, 0.511, -0.736)  -0.545
C (-1.403, -0.915, 0.360)  -0.392
C (0.345, 0.041, -0.446)  0.093
C (-0.272, -1.355, -0.642)  -0.344
C (-0.608, 0.350, 0.534)  0.320
H (0.148, 1.814, 1.385)  0.405
H (-2.417, -0.823, -0.063)  0.243
H (0.398, 0.781, -1.379)  0.202
H (0.355, -2.163, -0.245)  0.206
H (2.580, 2.091, -0.111)  0.335
H (-1.455, -1.561, 1.252)  0.212
H (-0.593, -1.603, -1.662)  0.252

Values from the calculation:
Orbital gap (spin up / spin down) = 7.603 / 8.056 eV

=====

Formula: C4H7NO2
Source: the Open Molecules 2025 dataset
Level of theory: ωB97M-V/def2-TZVPD

Each line ends with the Mulliken charge.
Element x y z (Å)
O (-1.031, 1.220, -0.720)  -0.462
O (0.556, -1.533, 0.894)  -0.618
N (1.115, 1.239, 0.277)  -0.166
C (-1.704, -1.286, 0.144)  -1.078
C (2.098, 0.516, -0.324)  -0.472
C (0.009, 0.530, -0.136)  -0.087
C (-0.271, -0.823, 0.332)  0.849
H (-1.958, -1.305, -0.918)  0.283
H (-0.779, 2.150, -0.777)  0.337
H (-1.807, -2.281, 0.569)  0.323
H (1.203, 1.669, 1.191)  0.234
H (-2.405, -0.596, 0.620)  0.299
H (2.106, 0.486, -1.401)  0.254
H (2.866, 0.012, 0.248)  0.302

Values from the calculation:
Orbital gap (spin up / spin down) = 7.622 / 8.069 eV

=====

Formula: C4H7NO2
Source: the Open Molecules 2025 dataset
Level of theory: ωB97M-V/def2-TZVPD

Each line ends with the Mulliken charge.
Element x y z (Å)
O (-0.937, 0.632, -1.565)  -0.531
O (0.534, 1.256, 2.716)  -0.472
N (-0.108, 1.006, 0.510)  -0.135
C (-0.323, 0.199, -0.639)  0.574
C (-0.005, -1.962, -1.856)  -1.013
C (0.226, -1.242, -0.550)  -0.493
C (0.573, 0.648, 1.688)  0.069
H (0.840, -2.688, -2.045)  0.294
H (1.205, -1.434, -0.073)  0.295
H (-0.467, -1.709, 0.218)  0.336
H (-0.069, -1.293, -2.719)  0.312
H (0.086, 1.995, 0.327)  0.278
H (0.977, -0.391, 1.662)  0.232
H (-0.872, -2.568, -1.679)  0.252

Values from the calculation:
Structure (SMILES) = CCC(=O)NC=O
Orbital gap = 11.151 eV

=====

| no. | maximum force (Eh/bohr) | E (Ha) |
| --- | --- | --- |
| 1 | 0.0168 | -361.6358 |
| 2 | 0.0079 | -361.7440 |
| 3 | 0.0489 | -361.8461 |